11
Properties=species:S:1:pos:R:3 method="wB97M-V/def2-TZVPD" e_homo_ha=-0.3490 homo_lumo_gap_ev=9.48 e_tot_ha=-716.5475
C -1.30902 -0.27004 -0.03968
C -1.22711 -1.62151 0.04707
C 0.11616 0.20185 -0.10735
C 0.69031 1.40584 0.26504
N -1.06919 -2.64617 0.56105
N 2.00769 1.38090 0.26176
N 1.06105 -0.78611 -0.09380
S 2.49947 -0.15973 0.09763
H -1.99501 0.47245 0.18871
H -0.98602 -0.37554 -1.42774
H 0.21169 2.39806 0.24731

49
Properties=species:S:1:pos:R:3 method="wB97M-V/def2-TZVPD" e_homo_ha=-0.4835 homo_lumo_gap_ev=10.58 charge=+1 e_tot_ha=-1223.1470
O 3.25821 4.57902 -0.62255
H 2.54473 5.14585 -0.58424
H 3.00646 3.91044 -1.31109
O -1.54549 -1.27954 -3.68404
H 0.99808 1.93013 4.47764
H -1.10054 -0.59991 -4.06871
O 1.17928 2.45860 3.70134
H 1.40189 3.12744 4.23011
H -1.22687 -4.59480 -1.37860
O 2.82048 -0.75123 -0.22296
H 2.62585 -0.71015 -1.27966
H 1.04488 -2.88927 0.35829
O 1.18881 3.17027 0.34234
H -2.74298 1.07239 0.58274
H 2.03062 3.44090 0.57065
O -4.95773 1.91954 -0.62500
H -5.67616 1.46809 -1.17478
H 0.55114 -1.24361 -0.37027
O 0.29070 3.78543 -3.43153
H -0.71893 3.79009 -3.12484
H 0.02221 3.21400 -4.07935
O 4.80230 -2.97574 -1.23456
H 3.48749 -1.49321 -0.19390
H 4.65072 -2.99029 -2.14156
O -1.99427 -4.40327 -1.32718
H 0.38311 3.63050 0.23216
O -0.16612 -0.62103 -0.26689
H -0.91427 0.90460 1.45373
H -0.90872 -1.18657 0.03108
O -2.46899 0.59141 1.35131
H -2.71860 -0.38206 1.19008
H 0.67789 1.50664 1.71556
O 1.97475 0.32658 2.26113
H -4.64498 2.58501 -1.33454
H 0.29087 0.89345 0.24271
O 0.63379 -3.06474 -0.30991
H 0.31092 -3.94067 -0.18269
H 2.77310 0.88915 2.74656
O -0.15984 1.50823 1.00714
H 2.35413 -0.18803 1.51449
H -2.43507 -3.69777 -0.93625
O -3.78409 -2.46868 0.36244
H -3.82753 -2.94338 1.26150
H -4.37900 -3.17362 0.04034
O -0.53939 -2.02172 2.92488
H -0.78171 -3.03491 3.12447
H -2.17894 -1.47079 -4.29621
H 5.23561 -2.14174 -1.30936
H -0.66780 -1.58107 3.76794

10
Properties=species:S:1:pos:R:3 method="wB97M-V/def2-TZVPD" e_homo_ha=-0.3181 homo_lumo_gap_ev=9.21 e_tot_ha=-665.3619
O 3.59113 -0.33658 -0.60346
C 3.04241 0.09380 0.29984
O 2.48008 0.51855 1.21878
C -1.98549 -0.61719 0.16802
C -0.72850 -0.10869 0.09482
S -0.13785 1.13631 -0.91641
H -2.29873 -1.29002 0.83500
H -2.74118 -0.02709 -0.29410
H 0.10578 -0.45322 0.84771
H -1.32765 1.08414 -1.65021

24
Properties=species:S:1:pos:R:3 method="wB97M-V/def2-TZVPD" e_homo_ha=-0.2717 homo_lumo_gap_ev=5.58 e_tot_ha=-347.4078
N 0.76151 -0.95421 -1.07069
C 0.76030 0.17111 -0.19187
C 1.83973 -0.05943 0.83259
C 3.14782 -0.25992 0.02253
C -0.56575 0.43277 0.50467
N -1.71025 0.94756 -0.36910
C -2.92162 0.57133 0.45459
C -1.65027 0.22582 -1.58768
H -0.00164 -1.45290 -0.66329
H 1.27604 -1.90311 1.59122
H 1.04524 1.01572 -0.86547
H 1.59084 -1.10993 1.36109
H 1.91344 0.72338 1.58407
H 3.84084 -0.82363 0.64995
H 3.52060 0.79369 -0.00949
H 2.96709 -0.67902 -0.88130
H -0.44299 1.25654 1.29241
H -0.78917 -0.40400 1.10229
H -3.66060 0.09268 -0.22238
H -3.31194 1.49422 0.91104
H -2.70893 -0.19217 1.19170
H -1.69349 -0.93629 -1.38175
H -2.54838 0.57672 -2.18800
H -0.65842 0.47309 -2.06713